(1)
The following is a quantum chemistry calculation of a molecular structure, C35H48Cl2NO2P3V, from the Open Molecules 2025 dataset.

Properties
* total charge: +2
* ΔE to the lowest compared entry with this formula, charge and spin: 0.00 kcal/mol
* spin multiplicity: 2
* HOMO level (alpha / beta): -13.10 / -13.11 eV
* gap between HOMO and LUMO (alpha / beta): 6.8892 / 5.4830 eV

CARTESIAN COORDINATES (ANGSTROEM)
P  1.5631  0.7927  -2.3211
C  3.2963  1.0215  -2.5403
C  3.8867  0.4983  -3.7064
H  3.3217  -0.1814  -4.3475
C  5.2041  0.8550  -4.0376
H  5.6475  0.4794  -4.9650
C  5.9731  1.6875  -3.2094
H  6.9999  1.9839  -3.5036
C  5.3877  2.1340  -2.0065
H  5.9864  2.7656  -1.3548
C  4.0831  1.7871  -1.6485
H  3.6951  2.0838  -0.6786
C  0.8519  -0.6064  -3.2184
C  1.4365  -1.8864  -3.1197
H  2.3951  -2.0022  -2.6036
C  0.8052  -2.9727  -3.7118
H  1.2266  -3.9571  -3.5710
C  -0.3302  -2.8148  -4.5019
H  -0.7987  -3.6645  -5.0093
C  -0.8338  -1.5253  -4.6952
H  -1.6802  -1.3665  -5.3562
C  -0.2669  -0.4123  -4.0686
H  -0.6453  0.6040  -4.2526
C  0.6164  2.3078  -2.5720
C  0.7721  2.9049  -3.8428
H  1.4921  2.4899  -4.5630
C  -0.0137  4.0183  -4.1826
H  0.0993  4.4599  -5.1711
C  -0.9224  4.5787  -3.2761
H  -1.5338  5.4520  -3.5554
C  -1.0272  3.9937  -2.0097
H  -1.7149  4.3978  -1.2736
C  -0.2669  2.8895  -1.6416
H  -0.3164  2.5160  -0.6186
V  0.5606  -0.8593  1.5187
C  -1.3238  -2.0278  1.1782
C  -2.1046  -1.6625  0.1663
H  -1.8758  -2.7029  1.8958
C  -1.5129  -0.5529  -0.6737
O  -2.5240  0.4295  -1.0102
H  -2.1889  1.1497  -1.6119
C  -0.3523  -0.0966  0.0691
H  -1.1375  -1.0355  -1.5721
C  0.8626  0.4334  0.3650
Cl  -0.5401  -0.7919  3.5617
Cl  2.6343  0.0718  2.3203
P  1.4736  -2.8578  1.2177
C  2.2772  -3.1957  2.8414
H  1.5125  -3.2874  3.6287
H  2.9386  -2.3536  3.1095
H  2.8702  -4.1186  2.7405
C  0.5460  -4.3974  0.8891
H  0.0928  -4.3267  -0.1098
H  -0.2807  -4.5155  1.6089
H  1.1929  -5.2868  0.9313
C  2.8533  -2.9161  0.0731
H  3.3460  -1.9416  0.0527
H  2.4754  -3.1460  -0.9238
H  3.5845  -3.6770  0.3653
P  -3.6878  -2.4320  -0.2561
C  -4.0266  -3.4898  1.1071
C  -3.4246  -3.4375  -1.7436
H  -3.9574  -2.9126  2.0225
H  -3.3379  -4.3260  1.1771
H  -5.0419  -3.8773  1.0017
H  -3.0060  -2.8081  -2.5546
H  -4.4083  -3.8449  -2.0395
H  -2.7229  -4.2690  -1.5272
C  -4.9726  -1.2474  -0.4876
H  -5.1782  -0.8210  0.4953
H  -5.8495  -1.7529  -0.8945
H  -4.5912  -0.4570  -1.1343
H  1.2203  1.5122  0.1504
O  -0.5500  2.4057  1.9186
C  -0.7194  2.3731  3.1304
C  0.4394  2.2876  4.1322
C  0.4932  3.4327  5.1354
C  -0.4421  3.2439  6.3312
C  -1.9175  3.3011  5.9661
C  -2.3735  2.1849  5.0345
N  -1.9861  2.4303  3.6434
H  0.3795  1.2982  4.6229
H  1.3547  2.2580  3.5267
H  1.5227  3.5047  5.5114
H  0.2809  4.3836  4.6287
H  -0.2159  2.2813  6.8096
H  -0.2387  4.0314  7.0619
H  -2.5197  3.2408  6.8820
H  -2.1442  4.2663  5.4983
H  -1.9820  1.2025  5.3547
H  -3.4691  2.1292  5.0576
H  -2.6971  2.2613  2.9403

(2)
The following is a quantum chemistry calculation of 8 unconnected molecules or ions with the total composition C30H45N3O5, from the Open Molecules 2025 dataset.

Properties
* total charge: +1
* spin multiplicity: 2
* HOMO level (alpha / beta): -10.43 / -10.43 eV
* gap between HOMO and LUMO (alpha / beta): 5.7470 / 1.5362 eV

CARTESIAN COORDINATES (ANGSTROEM)
N  2.5602  -4.5350  2.1846
C  3.3197  -3.4917  1.7261
C  4.7347  -3.6156  1.6958
C  5.3292  -4.6433  2.3457
C  4.5563  -5.6321  2.9702
C  3.1647  -5.5667  2.8347
H  2.7412  -2.6509  1.3730
H  5.4042  -2.9083  1.2290
H  6.4011  -4.7694  2.3837
H  5.0739  -6.4627  3.4270
H  2.5545  -6.3269  3.2998
N  -1.8848  0.4347  -0.5311
C  -0.8592  1.2138  -0.8264
C  0.4209  0.9317  -0.4092
C  0.6097  -0.2141  0.3952
C  -0.4696  -0.8924  0.9241
C  -1.7340  -0.5289  0.3801
H  -1.0211  2.0063  -1.5420
H  1.2513  1.5366  -0.7425
H  1.5626  -0.5180  0.8026
H  -0.3185  -1.6153  1.7122
H  -2.6209  -1.0453  0.7166
N  -1.0353  1.5484  -3.9950
C  -0.4713  2.4074  -4.8706
C  -1.2201  2.6551  -6.0483
C  -2.5268  2.2196  -6.2216
C  -3.0122  1.2724  -5.2036
C  -2.2382  1.0148  -4.1070
H  0.5376  2.7701  -4.7406
H  -0.7788  3.2243  -6.8530
H  -3.0815  2.6047  -7.0646
H  -4.0445  1.0154  -5.3900
H  -2.5145  0.2535  -3.3925
C  1.1342  -4.1130  -2.4531
C  2.2456  -3.3158  -3.0735
O  2.8815  -3.8433  -3.9655
C  2.6123  -2.0478  -2.4088
H  1.4602  -4.3713  -1.4455
H  0.7466  -4.9898  -2.9718
H  0.3471  -3.3764  -2.2921
H  2.1205  -1.3428  -3.0790
H  3.6893  -1.9123  -2.3098
H  2.3069  -2.0061  -1.3633
C  -3.8043  4.0436  -2.2890
C  -4.4834  5.1788  -3.0065
O  -3.8802  5.7482  -3.9557
C  -5.8499  5.6860  -2.5429
H  -3.2133  4.4569  -1.4717
H  -3.1011  3.5703  -2.9742
H  -4.5710  3.3616  -1.9213
H  -6.1926  4.8856  -1.8872
H  -6.6591  5.7857  -3.2664
H  -5.7675  6.5582  -1.8944
C  -1.6595  -4.4481  4.8776
C  -0.1432  -4.2482  4.9083
O  0.6239  -5.2201  4.7552
C  0.4610  -2.8588  5.1874
H  -1.8982  -5.4334  5.2780
H  -2.0014  -4.3060  3.8524
H  -2.1717  -3.7840  5.5738
H  0.0541  -2.0929  4.5271
H  1.5043  -2.8967  4.8740
H  0.3963  -2.4091  6.1781
C  4.1794  0.6710  2.3174
C  4.4795  0.8117  0.8276
O  4.0393  -0.0109  0.1094
C  5.3174  1.9734  0.2974
H  4.9389  1.2404  2.8532
H  4.1604  -0.3891  2.5701
H  3.1605  0.9773  2.5542
H  6.3029  1.8599  0.7489
H  4.8494  2.9040  0.6186
H  5.1900  1.9073  -0.7831
C  -3.9417  2.7236  1.2294
C  -2.9680  3.8629  1.6153
O  -2.3147  4.3791  0.7152
C  -3.1388  4.3906  3.0269
H  -4.9865  2.9449  1.0117
H  -3.9359  1.9064  1.9507
H  -3.4297  2.3220  0.3550
H  -3.9386  5.1270  3.1056
H  -2.2100  4.8997  3.2840
H  -3.3321  3.5472  3.6898